(1)
The following is a quantum chemistry calculation of C19H43InN2O2P3 as an isolated structure, from the OMol25 dataset.

Values from the calculation:
Frontier orbital gap (alpha / beta)   4.18 / 3.67 eV
E_HOMO (alpha / beta)   -16.39 / -16.39 eV
LUMO energy (alpha / beta)   -12.2 / -12.7 eV
Net charge   +3
Energy relative to the best compared isomer or geometry (same formula, charge and spin)   4.034 eV

Positions of all 70 atoms, in Å:
C: 1.075 -3.455 -3.130
H: 4.186 -2.718 2.008
H: -4.385 0.775 -1.645
H: -1.590 3.546 -0.793
H: 1.852 -1.996 1.307
C: 2.667 -2.054 0.580
H: 3.299 -1.138 0.490
C: -3.376 0.344 -1.560
H: -3.325 2.261 1.703
H: -4.552 2.119 0.415
C: 0.643 -4.079 -1.991
H: 2.839 -2.566 -4.093
H: 4.468 -3.243 0.377
H: 0.477 -3.527 -4.039
H: 2.759 -0.062 -3.271
C: 2.621 0.967 -2.910
H: -0.005 -4.930 -1.799
H: -0.317 3.085 -2.770
H: -3.027 -2.595 2.079
H: -2.458 2.875 -2.205
C: 1.204 -3.704 -0.740
H: -1.271 0.025 4.147
C: 0.675 2.577 2.554
H: -3.450 -0.703 -1.235
H: -2.876 0.375 -2.539
H: -4.087 0.676 1.368
H: -0.622 4.664 1.166
C: -2.459 2.956 -1.111
H: 0.874 3.495 -1.503
C: 0.709 2.911 -2.417
C: 2.964 -2.503 -1.957
H: -1.190 -3.006 3.465
H: -1.001 0.950 -3.465
N: 0.120 3.742 2.925
C: 2.073 -2.429 -0.776
H: -0.110 3.871 3.903
H: 0.467 0.405 -4.322
C: -0.057 0.396 -3.353
C: -1.988 -0.304 3.385
H: -2.549 0.573 3.040
H: 3.225 -4.062 1.312
P: -2.380 1.297 -0.313
H: 1.411 3.254 -3.190
H: -3.368 3.485 -0.797
H: 0.073 -3.232 2.192
H: -0.327 5.715 2.562
C: 3.666 -3.070 1.106
H: -3.284 -1.331 0.834
H: 3.426 1.211 -2.204
P: 1.010 1.133 -2.030
H: -2.175 -2.691 0.501
H: 0.412 1.799 4.427
C: -0.385 -2.515 2.894
H: 1.051 5.119 1.607
C: -2.547 -2.012 1.280
H: 1.327 -1.637 -1.002
N: 0.787 1.612 3.505
In: 1.973 0.460 0.684
H: 0.389 -2.148 3.584
C: 2.340 -2.785 -3.143
C: -3.722 1.606 0.917
H: -0.287 -0.647 -3.102
H: 1.194 0.696 3.326
H: 2.638 1.667 -3.760
C: 0.060 4.863 2.003
O: 0.896 -4.440 0.206
P: -1.107 -1.096 1.971
H: 4.022 -2.251 -1.830
H: -2.685 -1.032 3.824
O: 1.088 2.458 1.346

Which charges does Mulliken predict for the atoms? In e, they are:
1 C -0.815
2 H 0.469
3 H 0.452
4 H 0.158
5 H -0.206
6 C 0.179
7 H 0.141
8 C -1.299
9 H 0.413
10 H 0.552
11 C -0.361
12 H 0.544
13 H 0.379
14 H 0.553
15 H 0.183
16 C -1.231
17 H 0.540
18 H 0.345
19 H 0.540
20 H 0.456
21 C 0.105
22 H 0.364
23 C 0.896
24 H 0.349
25 H 0.360
26 H 0.444
27 H 0.094
28 C -1.040
29 H 0.228
30 C -1.127
31 C -0.978
32 H 0.491
33 H 0.400
34 N -0.235
35 C 2.196
36 H 0.240
37 H 0.494
38 C -1.317
39 C -1.166
40 H 0.220
41 H 0.384
42 P 0.843
43 H 0.465
44 H 0.485
45 H 0.293
46 H 0.367
47 C -1.571
48 H 0.181
49 H 0.403
50 P 0.888
51 H 0.333
52 H 0.225
53 C -1.217
54 H 0.286
55 C -1.235
56 H -0.858
57 N -0.266
58 In 0.889
59 H 0.416
60 C -0.407
61 C -1.492
62 H 0.296
63 H -0.048
64 H 0.540
65 C -0.683
66 O -0.588
67 P 0.835
68 H 0.468
69 H 0.468
70 O -0.711

***

(2)
The following is a quantum chemistry calculation of C31H35InN11O4 as an isolated structure, from the OMol25 dataset.

Values from the calculation:
Frontier orbital gap   6.76 eV
E_HOMO   -10.41 eV
LUMO energy   -3.6 eV
Net charge   +1
Energy relative to the best compared isomer or geometry (same formula, charge and spin)   0.000 eV

Positions of all 82 atoms, in Å:
H: -1.937 -0.188 4.230
N: -2.496 0.013 0.117
H: -7.183 -2.334 -0.193
C: 2.476 3.747 -1.984
N: -0.301 2.568 0.954
H: 3.024 -1.302 -1.816
C: -3.978 5.156 3.170
H: 4.085 0.772 -2.101
H: -6.396 -1.957 1.337
H: 2.544 4.747 -2.389
C: -2.900 1.713 4.095
H: -4.642 3.694 4.582
C: -2.330 -1.758 -4.870
H: -5.867 -0.028 -1.858
C: -0.396 -0.531 -5.700
H: 0.736 4.165 -0.788
C: -3.939 3.933 3.791
C: -3.041 5.452 2.174
C: -0.728 -4.368 0.009
H: -4.719 5.891 3.457
H: 0.942 1.565 -4.466
C: 3.338 1.502 -1.823
H: -7.576 -0.460 -1.924
C: -1.156 0.939 2.584
In: -0.181 -0.359 0.128
H: -3.049 6.431 1.713
C: -2.012 0.763 3.718
C: -6.442 -1.690 0.278
C: -5.897 0.726 0.879
N: -2.774 1.102 -0.632
C: 2.321 1.171 -0.944
N: 0.000 -0.312 -4.316
N: 0.385 1.712 0.313
C: -1.154 2.216 1.933
C: -6.819 -0.222 0.085
C: 1.151 0.552 -4.111
C: -6.842 0.148 -1.397
H: -5.956 0.509 1.945
N: -0.878 -3.095 0.101
C: 1.373 2.141 -0.579
C: -1.145 -1.841 -5.807
H: -1.020 0.298 -6.052
C: -0.784 -0.669 -3.271
H: -2.531 -1.551 -1.527
H: 2.009 0.156 -4.656
O: 2.177 -0.066 -0.360
H: -1.400 4.748 1.002
N: -1.906 -1.385 -3.522
C: -2.111 4.518 1.782
C: 0.545 -5.026 -0.049
H: -3.689 -1.084 1.502
C: -1.936 -5.134 -0.091
H: -1.488 -2.012 -6.826
N: -2.914 -5.723 -0.215
O: 0.236 -2.402 0.156
H: -0.496 -2.668 -5.517
C: 1.463 3.428 -1.098
H: -7.817 -0.065 0.501
H: 4.213 3.035 -3.025
N: -3.973 1.475 -0.423
H: -3.693 -0.759 -2.609
O: -0.425 -0.318 -2.110
C: 3.410 2.786 -2.345
H: -6.189 1.760 0.705
H: 2.743 -2.002 -0.207
C: -2.942 -1.554 -2.521
H: -3.054 -1.027 -5.247
H: -3.435 -2.512 -2.680
C: 3.073 -1.116 -0.742
H: 4.092 -0.867 -0.449
H: -2.840 -2.719 -4.801
H: 1.385 0.600 -3.056
O: -0.393 -0.049 2.253
H: 0.508 -0.542 -6.307
C: -2.981 2.972 3.424
N: 1.587 -5.506 -0.090
C: -2.066 3.252 2.387
H: -7.098 1.198 -1.541
H: -3.565 1.527 4.932
C: -3.581 -0.276 0.799
N: -4.503 0.631 0.475
H: -5.480 -1.916 -0.187

Which charges does Mulliken predict for the atoms? In e, they are:
1 H 0.512
2 N 0.252
3 H 0.429
4 C -0.774
5 N -0.799
6 H 0.338
7 C -0.602
8 H 0.479
9 H 0.351
10 H 0.427
11 C -0.821
12 H 0.426
13 C -0.568
14 H 0.116
15 C -0.643
16 H 0.471
17 C -1.016
18 C -0.765
19 C 0.829
20 H 0.433
21 H 0.323
22 C -0.228
23 H 0.453
24 C 1.282
25 In 2.406
26 H 0.428
27 C -0.657
28 C -1.289
29 C -1.379
30 N 0.157
31 C -0.008
32 N 0.247
33 N 0.300
34 C -0.469
35 C 0.807
36 C -0.657
37 C -1.187
38 H 0.403
39 N -0.182
40 C 0.890
41 C -0.751
42 H 0.300
43 C 0.273
44 H -0.135
45 H 0.418
46 O -0.576
47 H 0.466
48 N 0.369
49 C -0.452
50 C 0.135
51 H 0.420
52 C -0.199
53 H 0.379
54 N -0.432
55 O -0.583
56 H 0.291
57 C -0.482
58 H 0.323
59 H 0.431
60 N -0.984
61 H 0.655
62 O -0.474
63 C -0.772
64 H 0.421
65 H 0.336
66 C -1.304
67 H 0.330
68 H 0.404
69 C -0.966
70 H 0.375
71 H 0.362
72 H -0.154
73 O -1.006
74 H 0.365
75 C 0.847
76 N -0.411
77 C 0.866
78 H 0.375
79 H 0.448
80 C -0.871
81 N 1.086
82 H 0.158

***

(3)
The following is a quantum chemistry calculation of C28H27AlN6O3S2Se3 as an isolated structure, from the OMol25 dataset.

Values from the calculation:
Frontier orbital gap   5.90 eV
E_HOMO   -12.94 eV
LUMO energy   -7.0 eV
Net charge   +2
Energy relative to the best compared isomer or geometry (same formula, charge and spin)   0.558 eV

Positions of all 70 atoms, in Å:
H: 0.596 -0.594 -6.004
H: 6.191 -1.449 -0.758
H: -1.614 -4.115 -1.179
C: -2.669 -0.092 -0.076
C: -5.177 -0.145 -0.164
C: 0.629 0.250 -5.330
H: -6.108 -0.424 0.308
H: -1.477 -2.518 -1.950
C: 0.784 4.561 2.568
H: 0.740 4.314 -3.260
Se: -2.807 -2.597 2.023
C: 4.545 -2.240 0.373
H: 0.861 -0.822 6.061
H: 0.895 -4.238 -1.046
N: 2.601 -0.846 0.577
C: -2.698 0.545 -1.334
N: -1.568 -0.372 0.620
N: 0.661 1.739 -0.727
S: 0.429 1.947 3.146
C: 0.385 -3.288 -1.203
H: -1.775 -0.213 1.598
Al: 0.375 -0.733 0.427
N: 0.602 1.244 0.580
Se: 2.484 -1.461 3.808
C: 0.654 1.548 -5.829
N: -4.016 -1.657 1.203
H: 0.269 3.861 4.563
H: -6.052 0.898 -1.786
C: -0.988 -3.484 -1.810
H: 5.026 -3.174 0.630
C: -3.958 -0.591 0.440
H: -0.896 -3.970 -2.780
C: -5.137 0.571 -1.313
H: -3.873 1.460 -2.830
H: 0.650 1.719 -6.897
C: 0.575 2.213 1.438
O: 0.713 3.497 -2.749
C: 3.271 0.108 -0.089
H: 0.613 -0.950 -3.565
C: 0.641 0.814 -1.635
C: -2.066 -1.532 4.545
C: 5.193 -1.273 -0.379
H: -3.113 -1.727 4.729
C: 0.008 3.683 3.522
H: 0.364 5.565 2.532
C: 0.682 2.625 -4.967
C: 0.637 0.052 -3.967
H: 0.999 -2.654 -1.834
C: -1.212 -1.130 5.572
N: -0.240 -1.534 2.969
C: 0.586 -1.300 3.997
S: 0.648 3.854 0.888
Se: 2.587 -3.133 2.243
C: 0.133 -1.049 5.294
O: 0.312 -2.595 0.087
C: 3.274 -1.975 0.852
H: -1.586 -0.964 6.573
C: -3.887 0.890 -1.910
C: 4.553 -0.061 -0.574
H: -0.128 -3.163 0.731
H: -1.772 0.867 -1.779
H: -1.067 3.794 3.390
H: 2.767 1.047 -0.253
O: 0.571 -0.465 -1.304
H: 5.036 0.749 -1.101
C: 0.692 2.440 -3.586
H: 0.689 3.634 -5.364
H: 1.839 4.623 2.829
C: -1.543 -1.713 3.286
C: 0.670 1.128 -3.067

Which charges does Mulliken predict for the atoms? In e, they are:
1 H 0.467
2 H 0.474
3 H 0.361
4 C 0.626
5 C -0.644
6 C -1.076
7 H 0.475
8 H 0.142
9 C -0.642
10 H 0.362
11 Se 0.307
12 C -0.872
13 H 0.465
14 H 0.430
15 N 0.779
16 C -0.435
17 N 0.616
18 N -0.679
19 S 0.106
20 C -0.237
21 H 0.647
22 Al -1.531
23 N 1.581
24 Se 0.075
25 C -0.619
26 N -0.685
27 H 0.447
28 H 0.430
29 C -0.992
30 H 0.458
31 C 0.347
32 H 0.428
33 C -0.586
34 H 0.504
35 H 0.429
36 C -0.191
37 O -0.434
38 C -0.119
39 H 0.369
40 C -0.224
41 C -0.816
42 C -0.417
43 H 0.490
44 C -0.641
45 H 0.431
46 C -0.831
47 C -0.444
48 H 0.152
49 C -0.705
50 N 0.642
51 C -0.137
52 S 0.069
53 Se 0.047
54 C -0.714
55 O 0.250
56 C 0.231
57 H 0.496
58 C -0.544
59 C -1.180
60 H 0.359
61 H 0.560
62 H 0.296
63 H 0.611
64 O -0.034
65 H 0.531
66 C 1.175
67 H 0.346
68 H 0.323
69 C 0.113
70 C -0.019

***

(4)
The following is a quantum chemistry calculation of C7H15IN3 as an isolated structure, from the OMol25 dataset.

Values from the calculation:
Frontier orbital gap   7.11 eV
E_HOMO   -12.55 eV
LUMO energy   -5.4 eV
Net charge   +1
Energy relative to the best compared isomer or geometry (same formula, charge and spin)   3.159 eV

Positions of all 26 atoms, in Å:
H: 0.746 3.478 1.389
I: 4.008 0.554 -1.036
H: -2.499 -1.483 -1.585
H: 0.700 0.633 0.787
H: 0.008 0.684 -2.682
C: -0.056 0.668 -1.566
C: -1.424 -1.401 -1.867
C: -0.554 -0.580 -0.963
H: -0.768 -1.223 3.347
C: 1.241 1.486 0.307
H: -1.420 -1.014 -2.865
H: -0.897 1.365 -1.607
H: 2.278 1.597 0.674
H: -1.086 -2.720 0.838
H: -2.123 -1.342 1.288
C: -1.054 -1.714 1.230
H: -0.378 -2.854 2.952
H: 0.726 3.356 -0.448
H: -0.916 -2.379 -1.908
H: -0.555 2.641 0.653
N: 1.242 1.001 -1.046
H: 0.737 -1.660 2.550
N: 2.257 0.782 -1.789
N: -0.344 -0.884 0.259
C: 0.457 2.848 0.526
C: -0.323 -1.840 2.561

Which charges does Mulliken predict for the atoms? In e, they are:
1 H 0.359
2 I 0.402
3 H 0.337
4 H 0.126
5 H 0.430
6 C -1.153
7 C -1.440
8 C 1.069
9 H 0.285
10 C -0.100
11 H 0.436
12 H 0.308
13 H 0.548
14 H 0.311
15 H 0.371
16 C -0.338
17 H 0.396
18 H 0.283
19 H 0.347
20 H 0.347
21 N 0.857
22 H 0.331
23 N -0.796
24 N -0.290
25 C -1.144
26 C -1.281